Entry 1:
This record from the Open Molecules 2025 dataset describes a structure of composition C47H63As3GaGeNP2S2. The level of theory is ωB97M-V/def2-TZVPD.

```
120
Properties=species:S:1:pos:R:3:forces:R:3:mulliken_charge:R:1
Ga -0.9018 -1.0478 1.6962 -0.4 -0.1 -0.4 -1.297
S 0.6387 -1.1164 3.5733 0.1 0.1 0.0 -0.547
C -0.0085 -2.6990 3.5468 0.1 -0.1 0.1 0.643
N -0.7886 -3.0349 2.5481 -0.2 0.1 0.2 0.847
C -1.2712 -4.3278 2.6594 0.0 0.0 -0.2 -1.475
C -2.1124 -4.9644 1.7501 0.0 0.0 0.0 0.227
C -2.4820 -6.2715 2.0017 0.0 0.0 0.0 -1.030
C -2.0229 -6.9439 3.1373 0.0 0.0 0.0 -0.645
C -1.1840 -6.3201 4.0435 0.0 0.0 0.0 -0.460
C -0.8110 -5.0056 3.7929 0.0 0.0 0.0 1.014
S 0.2294 -3.9555 4.7206 0.0 0.0 0.0 -0.367
H -2.4793 -4.4171 0.8907 0.0 0.0 0.0 0.686
H -3.1446 -6.7810 1.3147 0.0 0.0 0.0 0.441
H -2.3294 -7.9662 3.3136 0.0 0.0 0.0 0.391
H -0.8298 -6.8415 4.9227 0.0 0.0 0.0 0.413
C -3.4674 -0.3991 -1.9985 0.0 0.1 0.0 -1.092
As -1.5463 -0.6684 -2.2640 -0.1 0.0 0.0 0.989
C -1.6022 -0.3624 -4.2128 0.0 0.0 0.0 -1.498
C -1.6912 -2.6411 -2.2149 0.1 0.0 0.0 -1.530
C -0.4234 -3.4895 -2.4200 0.0 0.0 0.0 2.910
C -0.8878 -4.9128 -2.7703 0.0 0.0 0.0 -2.422
C 0.4238 -3.6189 -1.1475 -0.1 0.0 0.0 -2.091
As 0.8475 -2.1331 0.0641 0.2 0.1 0.1 0.629
C 2.1339 -1.0060 -0.8549 -0.1 0.0 -0.1 -0.664
C 2.1099 -3.1794 1.1245 0.0 0.1 0.0 -1.365
C 0.4047 -2.9154 -3.5791 0.0 0.0 0.0 -1.237
As 1.8178 -4.0472 -4.3888 0.0 0.0 0.0 0.238
C 3.3939 -3.3992 -3.4052 0.0 0.0 0.0 -0.995
C 2.0745 -2.8563 -5.9288 0.0 0.0 0.0 -1.108
H -3.6890 -0.6299 -0.9561 0.0 0.0 -0.1 0.017
H -4.0245 -1.0423 -2.6816 0.0 0.0 0.0 0.513
H -3.7364 0.6380 -2.2058 0.0 0.0 0.0 0.424
H -2.2200 -1.1111 -4.7119 0.0 0.0 0.0 0.393
H -0.6068 -0.3610 -4.6526 0.0 0.0 0.0 0.294
H -2.0466 0.6208 -4.3743 0.0 0.0 0.0 0.470
H -2.4184 -2.9087 -2.9879 0.0 0.0 0.0 0.747
H -2.1510 -2.8683 -1.2478 0.0 0.0 0.0 -0.035
H -1.6110 -5.2653 -2.0318 0.0 0.0 0.0 0.497
H -0.0522 -5.6147 -2.7944 0.0 0.0 0.0 0.530
H -1.3679 -4.9280 -3.7516 0.0 0.0 0.0 0.464
H 1.3966 -4.0490 -1.4004 0.0 0.0 0.0 0.603
H -0.0565 -4.3321 -0.4680 0.0 0.0 0.0 0.477
H 2.8953 -1.6211 -1.3297 0.0 0.0 0.0 0.498
H 2.6012 -0.3575 -0.1144 0.0 0.0 0.0 0.459
H 1.6236 -0.3956 -1.5978 0.0 0.0 0.0 -0.149
H 2.8451 -3.6272 0.4550 0.0 0.0 0.0 0.460
H 1.5826 -3.9694 1.6568 0.0 0.0 0.0 0.282
H 2.6122 -2.5356 1.8433 0.0 0.0 0.0 0.433
H 0.8492 -1.9527 -3.3054 0.0 0.0 0.0 -0.219
H -0.2719 -2.7240 -4.4152 0.0 0.0 0.0 0.796
H 3.4193 -3.8010 -2.3927 0.0 0.0 0.0 0.241
H 3.4137 -2.3094 -3.3689 0.0 0.0 0.0 0.212
H 4.2855 -3.7496 -3.9256 0.0 0.0 0.0 0.501
H 1.2350 -2.9573 -6.6156 0.0 0.0 0.0 0.345
H 2.9866 -3.1337 -6.4560 0.0 0.0 0.0 0.422
H 2.1506 -1.8169 -5.6052 0.0 0.0 0.0 0.226
C 1.1497 2.3348 -0.6730 0.0 -0.1 0.1 -1.119
P 0.0754 1.6950 0.7026 0.1 0.2 0.0 1.088
C -1.2885 2.9119 0.6126 0.0 0.0 0.1 1.064
C -2.2571 2.7020 -0.3634 0.0 0.0 0.0 -0.681
C -3.2807 3.6163 -0.5575 0.0 0.0 0.0 -0.627
C -3.3560 4.7496 0.2390 0.0 0.0 0.0 -0.795
C -2.4024 4.9606 1.2249 0.0 0.0 0.0 -0.833
C -1.3720 4.0505 1.4096 0.0 0.0 0.0 -0.476
C 0.9163 2.1075 2.2661 0.0 0.0 0.0 0.529
C 2.3010 2.1800 2.3853 0.0 0.0 0.1 -0.795
C 2.8953 2.3214 3.6318 0.0 0.0 0.0 -0.690
C 2.1134 2.3829 4.7752 0.0 0.0 0.0 -0.867
C 0.7322 2.2884 4.6697 0.0 0.0 0.0 -0.501
C 0.1378 2.1400 3.4271 0.0 0.0 0.0 -0.495
P 1.2476 4.1431 -1.0592 0.0 0.0 0.0 -0.106
C 2.4862 4.6980 0.1806 0.0 0.0 0.0 0.375
C 2.0436 5.5095 1.2213 0.0 0.0 0.0 -0.291
C 2.9111 5.9075 2.2302 0.0 0.0 0.0 -0.627
C 4.2391 5.5113 2.1951 0.0 0.0 0.0 -0.517
C 4.6985 4.7245 1.1455 0.0 0.0 0.0 -0.661
C 3.8279 4.3204 0.1459 0.0 0.0 0.0 -0.257
C 2.3335 4.0817 -2.5433 0.0 0.0 0.0 0.220
C 2.5687 2.9494 -3.3185 0.0 0.0 0.0 -0.166
C 3.3567 3.0204 -4.4622 0.0 0.0 0.0 -0.670
C 3.9241 4.2231 -4.8480 0.0 0.0 0.0 -0.473
C 3.6937 5.3621 -4.0855 0.0 0.0 0.0 -0.667
C 2.9024 5.2907 -2.9523 0.0 0.0 0.0 -0.430
H 0.6791 1.8685 -1.5465 0.0 0.0 0.0 -0.025
H 2.1472 1.8962 -0.5847 0.0 0.0 0.0 0.943
H -2.2068 1.8061 -0.9692 0.0 0.0 0.0 -0.081
H -4.0269 3.4357 -1.3210 0.0 0.0 0.0 0.477
H -4.1586 5.4618 0.0977 0.0 0.0 0.0 0.391
H -2.4583 5.8405 1.8537 0.0 0.0 0.0 0.458
H -0.6328 4.2284 2.1800 0.0 0.0 0.0 0.534
H 2.9293 2.1442 1.5068 0.0 0.0 0.0 0.304
H 3.9736 2.3884 3.7030 0.0 0.0 0.0 0.468
H 2.5778 2.4924 5.7467 0.0 0.0 0.0 0.418
H 0.1140 2.3081 5.5582 0.0 0.0 0.0 0.432
H -0.9395 2.0309 3.3546 0.0 0.0 0.0 0.384
H 1.0084 5.8295 1.2388 0.0 0.0 0.0 0.492
H 2.5496 6.5277 3.0404 0.0 0.0 0.0 0.437
H 4.9191 5.8207 2.9784 0.0 0.0 0.0 0.415
H 5.7391 4.4265 1.1073 0.0 0.0 0.0 0.396
H 4.1947 3.7107 -0.6732 0.0 0.0 0.0 0.436
H 2.1461 1.9924 -3.0404 0.0 0.0 0.0 0.477
H 3.5282 2.1268 -5.0495 0.0 0.0 0.0 0.440
H 4.5394 4.2769 -5.7365 0.0 0.0 0.0 0.376
H 4.1295 6.3090 -4.3777 0.0 0.0 0.0 0.385
H 2.7273 6.1863 -2.3658 0.0 0.0 0.0 0.390
C -4.6801 -2.4887 3.0076 0.0 0.0 0.0 -1.079
Ge -3.9393 -0.6760 2.7533 0.0 0.0 0.1 0.372
C -5.4407 0.5201 2.3148 0.0 0.0 0.0 -1.323
C -3.2677 -0.1106 4.5342 -0.1 0.0 0.0 -1.175
C -2.6682 -0.5783 1.3240 0.2 0.0 0.0 1.277
H -5.1580 -2.5907 3.9839 0.0 0.0 0.0 0.408
H -3.8994 -3.2450 2.9285 0.0 0.0 0.0 0.182
H -5.4247 -2.6964 2.2363 0.0 0.0 0.0 0.328
H -6.2424 0.4563 3.0524 0.0 0.0 0.0 0.404
H -5.8502 0.2609 1.3366 0.0 0.0 0.0 0.363
H -5.0907 1.5535 2.2724 0.0 0.0 0.0 0.327
H -3.9428 -0.4227 5.3346 0.0 0.0 0.0 0.438
H -3.1841 0.9789 4.5659 0.0 0.0 0.0 0.318
H -2.2773 -0.5261 4.7346 0.0 0.0 0.0 0.278
H -2.7457 0.3990 0.8408 0.1 -0.1 0.0 -0.096
```
Forces are in eV/Å.

## Properties
ΔE to the lowest compared entry with this formula, charge and spin: 38.5 kJ/mol
HOMO energy: -6.07 eV

***

Entry 2:
This record from the Open Molecules 2025 dataset describes the molecule C3H3N3OS. The level of theory is ωB97M-V/def2-TZVPD.

```
11
Properties=species:S:1:pos:R:3:forces:R:3:mulliken_charge:R:1
O 1.3658 -2.5807 -0.4370 0.3 -0.9 0.2 -0.456
C 0.6680 -1.5038 -0.1842 -0.6 0.4 -0.2 0.668
N 0.8191 -0.3589 -0.7528 0.1 0.2 0.4 -0.580
C -0.1348 0.3963 -0.0812 0.3 -0.4 -0.2 0.198
C -0.3457 1.7131 -0.2235 -0.1 0.7 0.2 0.008
S -1.5159 2.6642 0.6010 -0.1 -0.2 0.2 -0.148
N -0.8445 -0.3901 0.8273 -0.3 -0.4 0.1 -0.122
N -0.3873 -1.5775 0.7716 0.5 0.7 -0.2 -0.459
H 2.0936 -2.3424 -1.0184 0.1 0.0 -0.2 0.362
H 0.2838 2.3215 -0.8664 0.0 -0.4 -0.2 0.326
H -2.0022 1.6583 1.3636 0.0 0.2 -0.2 0.202
```
Forces are in eV/Å.

## Properties
Structure (SMILES): OC1=N/C(=C/S)N=N1
ΔE to the lowest compared entry with this formula, charge and spin: 219.5 kJ/mol
HOMO energy: -8.97 eV

***

Entry 3:
This record from the Open Molecules 2025 dataset describes a structure of composition C25H34As2ClO8PtSe2. The level of theory is ωB97M-V/def2-TZVPD.

```
73
Properties=species:S:1:pos:R:3:forces:R:3:mulliken_charge:R:1
Pt 0.8359 1.5499 0.6247 -0.4 0.1 0.2 1.446
C 4.0655 3.3056 0.5024 0.1 0.0 0.0 -1.120
Se 2.6445 2.7581 -0.6996 0.0 0.0 -0.1 0.092
C 1.6250 4.4238 -0.7128 0.0 0.0 0.0 -0.744
C 0.9087 4.8030 0.5778 0.0 0.1 -0.1 -0.905
Se -0.5413 3.6131 1.1322 0.1 -0.3 0.0 0.193
C -1.7148 3.9964 -0.3648 0.1 0.0 0.0 -0.961
H 4.6530 4.0828 0.0203 0.0 0.0 0.0 0.374
H 4.6880 2.4297 0.6710 0.0 0.0 0.0 0.331
H 3.6682 3.6546 1.4498 0.0 0.0 0.0 0.355
H 0.9112 4.3092 -1.5300 0.1 0.0 0.0 0.324
H 2.3204 5.2150 -0.9977 0.0 0.0 0.0 0.582
H 0.4523 5.7875 0.4618 0.0 0.0 0.0 0.616
H 1.5960 4.8636 1.4211 0.0 0.0 0.0 0.348
H -1.8097 5.0768 -0.4513 0.0 0.0 0.0 0.482
H -2.6792 3.5503 -0.1481 0.0 -0.1 0.0 0.304
H -1.3112 3.5719 -1.2803 0.0 0.0 0.0 0.180
C 3.7733 -0.6561 -3.6362 0.0 0.0 0.0 -0.828
O 2.4153 -0.9037 -3.2130 0.1 -0.2 -0.1 -0.264
C 2.1822 -0.8473 -1.9055 -0.2 0.2 0.0 -0.656
O 2.9317 -0.4094 -1.0745 0.1 -0.1 0.1 -0.532
C 0.7523 -1.2339 -1.6217 0.0 -0.1 0.0 0.506
C 0.3362 -2.4964 -1.6250 -0.1 0.0 0.0 0.331
As -1.4788 -3.2144 -1.5173 0.0 0.0 0.1 -0.031
C -1.3297 -3.9959 0.2814 0.0 0.0 0.0 -0.962
C -2.5198 -1.6577 -0.9119 0.0 0.0 -0.1 1.259
C -2.0747 -0.4157 -0.7417 0.1 0.1 0.0 -0.349
As -0.3274 0.3054 -1.1844 0.2 0.2 -0.1 1.021
C -0.6804 1.0396 -2.9505 0.1 0.0 0.0 -1.431
C -2.9320 0.7517 -0.3142 -0.1 0.0 0.1 -0.788
O -3.4970 1.4133 -1.1458 0.0 0.0 0.0 -0.573
O -2.8696 1.1633 0.9547 0.0 0.1 -0.1 -0.375
C -2.4045 0.2803 1.9845 0.0 0.0 0.1 -0.239
C -3.9708 -1.8535 -0.4995 0.0 0.1 0.1 0.414
O -4.4219 -1.1752 0.3887 0.0 -0.1 0.0 -0.508
O -4.7565 -2.7608 -1.0657 0.0 -0.1 0.1 -0.364
C -4.5228 -3.4034 -2.3225 0.0 0.0 -0.1 -0.798
C 1.3647 -3.5743 -1.8302 0.0 0.0 0.2 0.108
O 2.5489 -3.4121 -1.7083 0.1 0.0 -0.1 -0.564
O 0.7829 -4.7465 -2.0888 0.0 0.0 0.0 -0.348
C 1.6691 -5.8750 -2.2268 0.0 0.0 0.0 -0.764
H 3.8397 0.3570 -4.0290 0.0 0.0 0.0 0.283
H 3.9834 -1.3771 -4.4208 0.0 0.0 0.0 0.302
H 4.4562 -0.7850 -2.8018 0.0 0.0 0.0 0.366
H -0.6487 -4.8434 0.2335 0.0 0.0 0.0 0.403
H -2.3108 -4.3502 0.5961 0.0 0.0 0.0 0.411
H -0.9586 -3.2577 0.9890 0.0 0.0 0.0 0.233
H -0.9085 0.2280 -3.6391 0.0 0.0 0.0 0.439
H 0.2125 1.5693 -3.2829 0.0 0.0 0.0 0.428
H -1.5272 1.7195 -2.8838 0.0 0.0 0.0 0.510
H -2.2346 0.9083 2.8557 0.0 0.0 0.0 0.251
H -1.4636 -0.1956 1.7055 0.0 0.0 0.0 0.043
H -3.1661 -0.4674 2.1902 0.0 0.0 0.0 0.398
H -5.5042 -3.7391 -2.6449 0.0 0.0 0.0 0.301
H -3.8677 -4.2655 -2.2109 -0.1 0.0 0.0 0.363
H -4.1161 -2.7049 -3.0546 0.0 0.0 0.0 0.355
H 1.0326 -6.7525 -2.1812 0.0 0.0 0.0 0.269
H 2.4012 -5.8758 -1.4226 0.0 0.0 0.0 0.347
H 2.1779 -5.8196 -3.1869 0.0 0.0 0.0 0.294
Cl 1.4847 -0.9386 1.9007 0.0 0.1 -0.1 -0.009
C 0.8122 -0.1532 3.3175 -0.2 0.1 0.1 0.865
C 0.1211 -0.9091 4.2448 0.1 0.0 -0.1 -0.652
C -0.5101 -0.2631 5.2977 0.0 0.0 0.1 -0.503
C -0.4485 1.1194 5.4045 0.0 -0.1 0.0 -0.741
C 0.2650 1.8555 4.4723 0.1 -0.1 -0.1 -0.723
C 0.9323 1.2331 3.4139 0.0 0.0 0.1 0.219
C 1.7347 2.0066 2.4214 0.0 -0.1 0.0 -1.452
H 0.0666 -1.9828 4.1312 0.0 0.0 0.0 0.435
H -1.0564 -0.8425 6.0289 0.0 0.0 0.0 0.403
H -0.9500 1.6237 6.2186 0.0 0.0 0.0 0.413
H 0.3285 2.9325 4.5669 0.0 0.0 0.0 0.386
H 2.7480 1.6065 2.3338 0.0 0.1 0.0 0.673
H 1.7916 3.0499 2.7341 0.0 0.0 -0.1 0.528
```
Forces are in eV/Å.

## Properties
ΔE to the lowest compared entry with this formula, charge and spin: 0.0 kJ/mol
Total charge: +1
HOMO energy (alpha / beta): -10.31 / -10.31 eV

***

Entry 4:
This record from the Open Molecules 2025 dataset describes a cluster of 3 separate species, C2H10NO3 in total in a non-equilibrium geometry. The level of theory is ωB97M-V/def2-TZVPD.

```
16
Properties=species:S:1:pos:R:3:forces:R:3:mulliken_charge:R:1
C -1.6570 -0.1554 0.9296 -2.6 1.7 -1.8 -0.820
N -1.3877 -0.6073 -0.4749 2.2 -0.2 2.2 -0.414
C -0.3406 0.2810 -1.0542 -1.9 -0.8 -1.3 -0.224
O 0.8048 0.2474 -0.3649 -0.4 0.7 -0.1 -0.497
H -0.7917 0.1445 1.4907 0.4 -0.6 0.5 0.208
H -2.3734 -0.8659 1.3304 0.5 -0.2 0.6 0.371
H -2.2585 0.7693 0.8113 0.2 -0.2 0.3 0.322
H -0.8280 -1.4182 -0.1625 -0.3 -0.4 -1.4 0.300
H -0.8211 1.2879 -1.1353 0.7 -0.2 0.3 0.393
H -0.2377 -0.0684 -2.1212 0.3 0.4 0.6 0.232
H 1.1079 1.4336 2.3812 0.1 0.3 0.2 0.307
H 1.4657 1.2076 0.9600 0.3 0.5 0.2 0.404
O 1.5834 1.8707 1.6650 -0.3 -0.6 -0.1 -0.627
H 1.7046 -0.8735 -0.8940 1.9 -1.5 0.3 0.378
H 1.7956 -1.5760 -2.1111 0.7 -0.9 -0.4 0.307
O 2.2338 -1.6771 -1.2501 -1.9 1.8 -0.2 -0.642
```
Forces are in eV/Å.

## Properties
ΔE to the lowest compared entry with this formula, charge and spin: 89.3 kJ/mol
Spin multiplicity: 2
HOMO energy (alpha / beta): -11.07 / -10.69 eV

***

Entry 5:
This record from the Open Molecules 2025 dataset describes the ion C7H13N3 with charge +2 in a non-equilibrium geometry. The level of theory is ωB97M-V/def2-TZVPD.

```
23
Properties=species:S:1:pos:R:3:forces:R:3:mulliken_charge:R:1
H 1.8054 -2.7385 0.1479 3.2 -0.4 -0.2 0.269
N 0.9299 -2.3842 -0.0038 -3.7 0.2 0.5 -0.405
C 0.4358 -1.2532 0.0080 -1.1 2.7 0.0 -0.303
C -1.0959 -1.2199 0.0779 2.9 -2.4 -1.3 0.284
N -1.7882 -0.1792 -0.1388 -0.8 0.1 1.4 0.029
C -3.2397 -0.1899 -0.0897 -0.7 1.7 -1.3 -0.945
C -1.2243 1.0532 -0.2721 0.8 4.2 -0.4 -0.014
N 0.0569 1.2614 -0.2132 -1.1 0.7 -0.6 0.085
C 1.0434 0.2116 0.0111 2.5 -2.6 1.9 0.674
C 1.7162 0.4728 1.4223 -0.6 0.8 0.4 -1.180
C 2.1619 0.3632 -0.9932 1.3 1.2 -2.2 -1.364
H -1.5471 -2.2028 0.0810 -0.4 -0.1 0.5 0.465
H -3.6739 0.5311 0.6032 0.3 -0.4 0.4 0.348
H -3.6153 -1.1562 -0.0778 -0.5 -1.9 0.9 0.341
H -3.5166 0.1250 -1.0737 -0.5 0.6 -0.8 0.480
H -1.9896 1.9407 -0.4213 1.8 -1.8 0.2 0.460
H 0.4879 2.2376 -0.3959 -1.2 -1.7 0.4 0.448
H 2.1494 1.4961 1.2583 -0.2 -0.9 0.8 0.420
H 2.5493 -0.2449 1.7019 -1.1 0.7 -0.7 0.376
H 0.9458 0.4997 2.2531 1.0 0.0 -0.9 0.349
H 2.7040 1.3722 -0.8384 -0.9 -1.5 -0.2 0.418
H 1.6815 0.4055 -2.0081 0.8 -0.1 0.6 0.409
H 3.0229 -0.4015 -1.0387 -1.8 0.8 0.5 0.358
```
Forces are in eV/Å.

## Properties
Structure (SMILES): [H]/N=C1/C=[N+](C)C=[NH+]C1(C)C
ΔE to the lowest compared entry with this formula, charge and spin: 352.9 kJ/mol
Total charge: +2
HOMO energy: -18.51 eV

***

| no. | calculated total energy (Ha) |
| --- | --- |
| 1 | -14071.57790 |
| 2 | -753.76919 |
| 3 | -11428.60878 |
| 4 | -362.54431 |
| 5 | -438.04203 |